A molecular structure, C60H58F2N6OSiTeTi, computed with ωB97M-V/def2-TZVPD.

The energy relative to the best compared isomer or geometry (same formula, charge and spin) is 5.451 eV. The calculation puts the total energy at -4331.51918 a.u.

XYZ file:
```
130
Properties=species:S:1:pos:R:3:lowdin_charge:R:1
Ti 0.189 -0.754 0.685 0.8483
C 0.004 -0.877 2.786 -0.3039
Si -1.697 -0.281 3.292 0.6840
C -3.100 -0.755 2.027 -0.2308
N -2.710 -0.748 0.604 -0.2148
C -2.783 0.601 0.017 -0.1988
C -4.119 0.959 -0.664 -0.1561
C -5.311 0.228 -0.058 -0.1929
C -5.075 -1.289 -0.077 -0.1621
C -3.577 -1.624 -0.191 -0.1960
C -1.762 1.573 3.748 -0.2300
C -0.814 2.070 4.640 -0.1078
C -0.894 3.356 5.137 -0.1022
C -1.930 4.188 4.747 -0.0895
C -2.879 3.718 3.856 -0.0863
C -2.794 2.427 3.369 -0.1017
C -2.365 -1.070 4.909 -0.2388
C -3.686 -0.874 5.305 -0.1015
C -4.169 -1.400 6.487 -0.0921
C -3.340 -2.143 7.308 -0.0966
C -2.023 -2.346 6.935 -0.0938
C -1.545 -1.813 5.751 -0.1016
H 0.178 -1.893 3.162 0.0112
H 0.759 -0.249 3.273 0.0096
H -3.968 -0.110 2.194 0.0687
H -3.446 -1.762 2.281 0.0878
H -1.999 0.685 -0.744 0.0729
H -2.549 1.319 0.806 0.0966
H -4.062 0.714 -1.726 0.1121
H -4.268 2.037 -0.591 0.1138
H -6.211 0.474 -0.622 0.1069
H -5.474 0.578 0.964 0.0960
H -5.581 -1.742 -0.930 0.1111
H -5.493 -1.739 0.825 0.1041
H -3.262 -1.525 -1.234 0.1078
H -3.423 -2.670 0.092 0.1089
H -0.003 1.430 4.959 0.1052
H -0.152 3.711 5.837 0.1060
H -2.004 5.190 5.141 0.1005
H -3.694 4.360 3.553 0.1010
H -3.561 2.078 2.694 0.0854
H -4.346 -0.294 4.676 0.0972
H -5.195 -1.222 6.772 0.0996
H -3.715 -2.563 8.230 0.0992
H -1.365 -2.917 7.572 0.0989
H -0.512 -1.975 5.475 0.0908
F 5.013 -2.355 -0.904 0.0599
C 4.322 -1.519 -0.090 -0.2758
C 2.955 -1.424 -0.210 -0.1411
C 2.216 -0.569 0.623 -0.2540
C 2.911 0.244 1.566 -0.1246
C 4.314 0.095 1.645 -0.2009
F 5.048 0.864 2.485 0.0600
C 5.023 -0.767 0.849 0.0549
C 2.242 1.305 2.273 -0.1517
C 2.743 1.873 3.447 -0.0229
C 2.353 3.113 3.883 -0.0677
C 1.414 3.821 3.105 -0.0798
C 0.824 3.214 2.048 -0.0501
N 1.122 1.923 1.667 0.0110
H 2.459 -2.007 -0.980 0.0967
H 6.094 -0.820 0.921 0.1273
H 3.470 1.316 4.014 0.1190
H 2.750 3.539 4.788 0.1040
H 1.135 4.831 3.359 0.1105
H 0.017 3.688 1.505 0.1280
C 3.132 5.609 -5.784 -0.0492
C 2.528 4.564 -4.897 -0.2718
C 1.866 3.475 -5.433 -0.0167
C 1.358 2.450 -4.644 -0.2608
C 0.609 1.364 -5.354 -0.0473
C 1.536 2.479 -3.250 -0.2245
Te 1.389 0.762 -1.832 1.9826
N 0.262 -1.054 -1.273 -0.1482
C -0.506 -0.892 -2.281 -0.6081
O -0.387 0.234 -2.939 -0.1951
C -1.307 -1.978 -2.870 -0.1700
C -1.823 -1.837 -4.156 -0.0098
C -2.387 -2.923 -4.798 -0.0646
C -2.455 -4.152 -4.161 -0.0726
C -1.960 -4.293 -2.874 -0.0638
C -1.379 -3.218 -2.234 -0.0257
C 2.533 -0.377 -3.273 -0.3078
C 2.065 -1.418 -4.066 -0.1154
C 2.912 -2.107 -4.915 -0.0785
C 4.257 -1.786 -4.953 -0.0766
C 4.744 -0.779 -4.139 -0.0427
C 3.896 -0.064 -3.305 -0.3002
C 4.439 1.046 -2.459 -0.0602
C 2.166 3.609 -2.702 -0.3190
C 2.356 3.813 -1.222 -0.0812
C 2.635 4.634 -3.520 -0.0262
H 2.703 5.556 -6.781 0.0732
H 4.206 5.442 -5.867 0.0838
H 2.979 6.607 -5.381 0.0774
H 1.748 3.416 -6.508 0.1117
H 0.538 1.584 -6.418 0.0795
H -0.393 1.280 -4.944 0.0682
H 1.105 0.403 -5.234 0.0573
H -1.744 -0.883 -4.656 0.1168
H -2.756 -2.819 -5.808 0.1064
H -2.878 -5.004 -4.673 0.1046
H -2.008 -5.254 -2.381 0.1052
H -0.951 -3.322 -1.247 0.0893
H 1.020 -1.700 -4.034 0.0918
H 2.525 -2.900 -5.540 0.1029
H 4.929 -2.322 -5.603 0.1007
H 5.799 -0.549 -4.142 0.1119
H 5.515 0.943 -2.342 0.0898
H 3.970 1.043 -1.471 0.0391
H 4.233 2.013 -2.920 0.0825
H 2.201 2.892 -0.662 0.0076
H 1.661 4.577 -0.868 0.0889
H 3.362 4.176 -1.017 0.0894
H 3.111 5.490 -3.062 0.1197
N -0.828 -8.242 1.864 0.1863
C -0.593 -7.131 1.678 -0.1760
C -0.334 -5.771 1.445 -0.2017
C -1.341 -4.803 1.606 0.0301
C -1.038 -3.487 1.356 -0.1281
N 0.164 -3.048 0.941 0.0072
C 1.125 -3.974 0.805 -0.0685
C 0.931 -5.317 1.040 0.0264
H -2.334 -5.093 1.920 0.1300
H -1.786 -2.723 1.494 0.0710
H 2.096 -3.614 0.493 0.1085
H 1.739 -6.018 0.908 0.1254
N -0.159 1.853 -0.322 -0.1235
C 0.373 1.242 0.737 -0.5039
H -0.071 2.874 -0.343 0.0432
```

---

A molecular structure, C21H16AuCl3NO3, computed with ωB97M-V/def2-TZVPD.

The energy relative to the best compared isomer or geometry (same formula, charge and spin) is 0.334 eV. The calculation puts the total energy at -2606.72398 a.u. As for the charge: -1.

XYZ file:
```
45
Properties=species:S:1:pos:R:3:lowdin_charge:R:1
Au -0.827 -1.091 -1.018 0.8916
Cl -2.331 -0.137 -8.089 0.6182
C -2.195 -0.660 -6.430 -0.6898
C -2.493 0.223 -5.409 -0.1553
C -2.386 -0.205 -4.099 -0.5944
Cl -2.791 0.912 -2.834 0.6565
C -1.972 -1.510 -3.738 -0.5124
O -1.905 -1.953 -2.520 -0.3326
C -1.689 -2.357 -4.834 -0.5924
Cl -1.184 -3.977 -4.491 0.6846
C -1.796 -1.953 -6.152 -0.1518
H -2.810 1.234 -5.625 0.0980
H -1.563 -2.645 -6.949 0.0991
C 1.190 3.965 3.043 -0.0600
C 0.278 3.035 2.284 -0.2286
C -1.063 3.379 2.136 -0.0633
C -1.937 2.557 1.449 -0.0850
C -1.476 1.369 0.907 -0.0624
C -0.145 1.006 1.051 -0.2204
N 0.321 -0.248 0.494 -0.1159
C 0.689 -1.233 1.491 -0.2414
C -0.127 -1.475 2.588 -0.0299
C 0.231 -2.447 3.509 -0.0928
C 1.403 -3.172 3.334 -0.0939
C 2.223 -2.901 2.251 -0.0243
C 1.889 -1.925 1.320 -0.0794
C 2.892 -1.587 0.205 -0.6146
O 3.952 -2.204 0.194 0.0085
O 2.534 -0.650 -0.590 -0.0677
C 0.754 1.838 1.737 -0.1428
C 2.199 1.441 1.887 -0.0042
H 0.641 4.845 3.379 0.0682
H 2.024 4.305 2.427 0.0786
H 1.617 3.478 3.923 0.0840
H -1.419 4.310 2.563 0.1011
H -2.976 2.837 1.332 0.0992
H -2.141 0.713 0.359 0.0665
H 1.268 -0.190 -0.087 0.0441
H -1.044 -0.911 2.708 0.1123
H -0.411 -2.641 4.359 0.0951
H 1.680 -3.938 4.049 0.0927
H 3.161 -3.419 2.099 0.1121
H 2.311 0.659 2.643 0.0992
H 2.816 2.284 2.187 0.0669
H 2.605 1.040 0.958 0.0789
```

---

A molecular structure, C3H2S2, computed with ωB97M-V/def2-TZVPD.

The energy relative to the best compared isomer or geometry (same formula, charge and spin) is 0.576 eV. The calculation puts the total energy at -911.78392 a.u.

XYZ file:
```
7
Properties=species:S:1:pos:R:3:lowdin_charge:R:1
C 0.395 -0.127 -0.474 -0.3317
C 0.544 0.784 0.560 -0.5151
C -0.724 -0.828 -0.452 -0.8044
S -1.778 -1.917 -0.737 0.8169
S -0.861 0.724 1.432 0.7152
H 1.184 -0.074 -1.196 0.1037
H 1.240 1.438 0.868 0.0155
```

---

A molecular structure, C3H5LiO4Rb, computed with ωB97M-V/def2-TZVPD.

The calculation puts the total energy at -449.21761 a.u. Its multiplicity is 2. As for the charge: +2.

XYZ file:
```
14
Properties=species:S:1:pos:R:3:lowdin_charge:R:1
O -0.529 -0.323 0.026 0.1322
C -0.682 -1.539 -0.774 -0.6723
C -0.175 0.772 -0.564 -0.0705
O -0.794 -2.536 -0.064 0.0401
O -0.279 -1.476 -1.927 -0.0440
C 0.227 1.906 0.270 -0.0024
Li 0.450 -3.074 -2.636 0.8978
H -0.323 0.832 -1.648 0.1729
H 1.119 1.790 -0.603 0.2496
H -0.429 1.995 1.161 0.1600
H -0.133 2.840 -0.212 0.1322
Rb -2.235 -4.468 2.625 0.9726
O 1.882 1.247 1.882 -0.0102
H 1.901 2.031 2.465 0.0420
```

---

A molecular structure, C42H48IrN8S3, computed with ωB97M-V/def2-TZVPD.

The energy relative to the best compared isomer or geometry (same formula, charge and spin) is 0.000 eV. The calculation puts the total energy at -3365.20612 a.u. As for the charge: +3.

XYZ file:
```
102
Properties=species:S:1:pos:R:3:lowdin_charge:R:1
Ir -1.810 -1.258 -0.571 1.2457
N -2.635 -2.158 -2.289 -0.0740
C -4.058 -2.458 -1.991 -0.1703
C -4.135 -3.068 -0.598 -0.1161
N -3.270 -2.353 0.406 -0.2940
C -2.541 -3.321 1.277 -0.1503
C -1.412 -3.985 0.499 -0.1522
N -0.583 -2.939 -0.190 -0.0506
C -4.035 -1.340 1.196 -0.1569
C -4.407 -0.152 0.315 -0.1506
N -3.198 0.313 -0.450 -0.0650
H -2.533 -1.590 -3.128 0.1058
H -2.146 -3.028 -2.494 0.1127
H -4.494 -3.138 -2.724 0.1404
H -4.606 -1.522 -2.056 0.1066
H -3.805 -4.104 -0.647 0.1237
H -5.167 -3.089 -0.243 0.1454
H -3.222 -4.060 1.708 0.1508
H -2.107 -2.731 2.081 0.0917
H -1.787 -4.668 -0.262 0.1177
H -0.792 -4.574 1.175 0.1326
H -0.078 -3.347 -0.975 0.1121
H 0.144 -2.618 0.450 0.0643
H -3.349 -0.994 1.966 0.0942
H -4.911 -1.785 1.671 0.1460
H -4.806 0.653 0.930 0.1357
H -5.185 -0.411 -0.399 0.1130
H -2.710 1.046 0.066 0.0770
H -3.465 0.728 -1.338 0.1141
N -1.212 -0.430 1.226 -0.3941
S 0.127 -0.175 1.809 0.7994
N 1.310 0.385 0.859 -0.3541
S 1.381 1.667 -0.030 0.9104
N 1.600 1.352 -1.526 -0.3528
S 0.685 0.236 -2.310 0.7758
N -0.659 -0.113 -1.847 -0.4260
C 0.651 0.986 -3.916 -0.3399
C -0.559 1.047 -4.587 -0.0787
C -0.593 1.614 -5.854 -0.0465
C 0.574 2.100 -6.426 -0.0329
C 1.781 2.029 -5.738 -0.0341
C 1.829 1.471 -4.473 -0.0518
C 1.826 -1.117 -2.514 -0.3191
C 1.549 -2.010 -3.546 -0.0700
C 2.369 -3.113 -3.721 -0.0470
C 3.457 -3.311 -2.878 -0.0399
C 3.729 -2.407 -1.861 -0.0469
C 2.917 -1.297 -1.676 -0.0716
C 0.011 2.778 0.194 -0.2999
C -0.785 3.098 -0.900 -0.0637
C -1.814 4.012 -0.723 -0.0457
C -2.027 4.597 0.519 -0.0301
C -1.200 4.289 1.593 -0.0346
C -0.165 3.383 1.433 -0.0603
C 2.785 2.618 0.413 -0.3198
C 3.188 3.624 -0.461 -0.0417
C 4.253 4.421 -0.087 -0.0278
C 4.888 4.215 1.135 -0.0223
C 4.469 3.206 1.990 -0.0340
C 3.403 2.393 1.633 -0.0545
C 0.989 -1.615 2.444 -0.3432
C 2.251 -2.017 2.027 -0.0664
C 2.797 -3.181 2.557 -0.0368
C 2.097 -3.917 3.501 -0.0316
C 0.839 -3.498 3.925 -0.0382
C 0.281 -2.345 3.399 -0.0805
C -0.073 0.794 3.284 -0.3424
C 1.011 0.963 4.137 -0.0652
C 0.848 1.731 5.279 -0.0301
C -0.386 2.309 5.556 -0.0267
C -1.462 2.121 4.697 -0.0425
C -1.310 1.362 3.546 -0.0822
H -1.454 0.670 -4.111 0.0892
H -1.528 1.676 -6.394 0.1184
H 0.546 2.535 -7.416 0.1240
H 2.686 2.411 -6.191 0.1234
H 2.765 1.409 -3.932 0.1208
H 0.716 -1.837 -4.218 0.1183
H 2.175 -3.803 -4.531 0.1212
H 4.108 -4.161 -3.032 0.1228
H 4.595 -2.551 -1.228 0.1193
H 3.149 -0.563 -0.916 0.0910
H -0.596 2.666 -1.871 0.0933
H -2.431 4.291 -1.568 0.1215
H -2.818 5.324 0.642 0.1245
H -1.342 4.777 2.548 0.1252
H 0.513 3.186 2.255 0.1194
H 2.687 3.771 -1.409 0.1208
H 4.593 5.205 -0.749 0.1258
H 5.721 4.844 1.417 0.1267
H 4.976 3.046 2.932 0.1228
H 3.078 1.587 2.274 0.0897
H 2.802 -1.430 1.305 0.0922
H 3.781 -3.501 2.240 0.1216
H 2.537 -4.810 3.923 0.1252
H 0.305 -4.060 4.679 0.1245
H -0.685 -1.999 3.749 0.1201
H 1.958 0.475 3.939 0.1169
H 1.676 1.867 5.960 0.1249
H -0.514 2.896 6.455 0.1255
H -2.421 2.565 4.927 0.1224
H -2.126 1.211 2.855 0.0990
```

---

2 unconnected molecules or ions with the total composition C3H7N, computed with ωB97M-V/def2-TZVPD.

The energy relative to the best compared isomer or geometry (same formula, charge and spin) is 5.420 eV. The calculation puts the total energy at -172.76087 a.u. Its multiplicity is 2. As for the charge: +1.

XYZ file:
```
11
Properties=species:S:1:pos:R:3:lowdin_charge:R:1
C 3.745 -1.933 0.744 -0.1004
C 4.857 -2.020 -0.123 -0.0751
H 3.162 -2.853 0.777 0.0172
H 4.034 -1.386 1.762 0.0879
H 5.165 -2.852 -0.718 0.0256
H 5.585 -1.179 -0.172 0.0449
C -4.294 2.464 -0.737 0.1905
N -4.479 1.524 0.173 0.3097
H -4.916 3.395 -0.838 0.1526
H -3.251 2.601 -1.176 0.1687
H -4.271 0.540 -0.152 0.1785
```